118
Properties=species:S:1:pos:R:3:forces:R:3 method="wB97M-V/def2-TZVPD" e_tot_ev=-119556.191 e_homo_ev=-16.154 multiplicity=1 charge=+3
Sc 0.1354 0.6366 0.6237 0.33 0.36 0.22
C -3.5213 0.8157 0.8639 0.01 0.05 -0.11
C -2.9500 1.7965 -0.1212 0.03 -0.06 0.02
C -3.7819 2.7807 -0.6519 -0.10 0.00 0.05
C -3.2862 3.6652 -1.5825 -0.02 0.05 -0.06
C -1.9789 3.5045 -2.0291 -0.12 0.13 -0.08
C -1.2215 2.4833 -1.5062 0.09 -0.13 0.00
N -1.6760 1.6788 -0.5194 0.18 -0.20 0.23
C 0.0946 2.1055 -2.0860 -0.07 -0.08 0.12
C 0.5481 2.6059 -3.2912 0.03 0.07 -0.14
C 1.6967 2.0670 -3.8468 0.02 0.00 -0.05
C 2.3432 1.0215 -3.2085 0.06 0.04 -0.14
C 1.8476 0.5667 -2.0006 -0.05 -0.07 0.18
N 0.7655 1.1335 -1.4409 -0.11 0.00 0.04
C 2.4736 -0.5459 -1.2373 -0.07 0.14 0.04
C 3.5237 -1.2676 -1.7606 0.12 -0.07 -0.07
C 4.1420 -2.2282 -0.9712 0.11 0.01 -0.02
C 3.6643 -2.4419 0.3002 0.06 -0.02 0.09
C 2.5546 -1.7329 0.7511 0.00 0.06 -0.02
C 1.9834 -2.0667 2.0964 0.12 0.01 -0.03
N 1.9782 -0.7805 0.0016 -0.27 0.09 0.09
H -4.2562 0.1909 0.3569 -0.01 -0.02 -0.03
H -4.0511 1.3217 1.6717 -0.02 0.00 -0.04
H -2.7672 0.1513 1.2838 0.03 0.00 -0.01
H -4.8133 2.8350 -0.3247 0.05 0.01 -0.02
H -3.9117 4.4503 -1.9887 0.02 -0.03 0.02
H -1.5829 4.1612 -2.7900 -0.03 -0.01 0.01
H 0.0023 3.3756 -3.8154 0.03 0.00 0.00
H 2.0710 2.4409 -4.7915 0.00 0.00 0.02
H 3.2227 0.5813 -3.6522 -0.01 0.02 -0.02
H 3.8687 -1.1004 -2.7702 0.01 0.00 0.04
H 4.9743 -2.8035 -1.3582 -0.03 0.01 0.02
H 4.1084 -3.1914 0.9436 -0.01 0.03 -0.02
H 1.9704 -3.1477 2.2426 0.05 0.03 0.00
H 0.9702 -1.6989 2.2145 -0.08 0.01 -0.04
H 2.6102 -1.6503 2.8904 -0.02 0.01 0.00
C 0.4049 -0.3119 4.8487 -0.05 0.07 0.07
C -0.3048 0.5127 3.8225 0.11 -0.13 -0.23
O -0.2868 0.1957 2.5925 -0.13 0.01 0.14
N -0.9617 1.5814 4.2121 0.00 0.13 0.04
C -1.7940 2.3864 3.3150 0.07 0.01 0.11
C -1.0383 3.4111 2.5080 0.08 -0.03 0.03
C -1.2275 4.7566 2.7675 -0.03 0.06 0.06
C -0.5360 5.7028 2.0246 -0.05 0.06 0.05
C 0.3355 5.2624 1.0468 0.04 0.06 -0.05
C 0.4688 3.9014 0.8437 -0.02 -0.04 0.06
N -0.2032 2.9753 1.5473 0.00 -0.06 -0.25
H 0.8007 -1.2157 4.4020 -0.01 -0.02 0.00
H -0.2794 -0.5812 5.6550 0.03 0.02 0.00
H 1.2232 0.2642 5.2880 -0.02 -0.03 0.00
H -0.9470 1.8108 5.1964 -0.04 0.01 0.00
H -2.5389 2.8812 3.9309 -0.03 0.03 0.03
H -2.3131 1.7003 2.6608 -0.02 -0.06 -0.06
H -1.9105 5.0620 3.5507 0.03 0.00 -0.03
H -0.6733 6.7601 2.2140 0.00 -0.03 0.00
H 0.9112 5.9563 0.4485 -0.02 -0.03 0.01
H 1.1704 3.5302 0.1059 0.01 -0.01 -0.01
C 4.1231 3.8727 1.9562 -0.05 0.05 0.02
C 4.3846 2.6109 1.1437 -0.01 -0.04 0.03
C 5.2138 2.9359 -0.0925 0.02 0.00 -0.07
C 5.0966 1.5512 1.9912 -0.01 -0.03 0.00
N 3.0835 2.1085 0.6039 0.04 0.03 0.13
N 2.2195 1.5206 1.5961 -0.11 -0.17 -0.26
H 5.0616 4.2757 2.3373 -0.01 -0.02 -0.02
H 3.4910 3.6824 2.8313 0.03 0.01 -0.05
H 3.6503 4.6400 1.3394 0.02 -0.03 0.02
H 6.1426 3.4313 0.1912 -0.03 -0.04 0.00
H 4.6644 3.6003 -0.7634 0.03 -0.02 0.04
H 5.4813 2.0237 -0.6370 -0.02 0.05 0.01
H 6.1318 1.8449 2.1688 -0.05 0.01 0.00
H 5.1193 0.5835 1.4746 0.01 0.05 0.02
H 4.6429 1.4198 2.9793 0.01 0.00 -0.06
H 3.3016 1.3594 -0.0446 0.04 0.00 0.01
H 1.9735 2.2735 2.2320 -0.06 0.02 -0.02
H 2.7488 0.8480 2.1538 -0.03 -0.10 0.03
F -3.9762 -5.1961 4.3959 0.00 0.02 0.05
C -3.9965 -5.5978 3.1215 0.01 0.01 -0.06
F -5.2718 -5.7485 2.7515 -0.05 0.00 0.00
F -3.4033 -6.7924 3.0507 0.03 -0.06 0.01
C -3.3008 -4.6072 2.2138 -0.01 -0.05 -0.06
C -2.8107 -3.4158 2.7103 0.05 0.09 -0.03
C -2.1822 -2.5261 1.8443 -0.05 -0.02 0.06
C -2.0532 -2.8254 0.4934 0.03 0.01 -0.01
C -2.5442 -4.0411 0.0050 0.00 0.01 -0.01
C -3.1684 -4.9248 0.8639 -0.02 -0.04 -0.01
P -1.2111 -1.6541 -0.6067 0.17 -0.05 -0.19
C -0.0370 -2.7386 -1.5123 -0.05 -0.03 0.06
C 0.7246 -3.6143 -0.7350 -0.07 -0.09 -0.03
C 1.6912 -4.4170 -1.3129 -0.09 -0.06 -0.02
C 1.9164 -4.3457 -2.6813 -0.05 -0.01 0.03
C 1.1412 -3.5154 -3.4720 -0.07 0.09 0.00
C 0.1644 -2.7140 -2.8894 0.03 0.01 -0.05
C 3.0007 -5.1935 -3.3017 -0.20 -0.05 -0.01
F 4.0306 -5.3319 -2.4500 0.14 0.01 0.08
F 3.4692 -4.6268 -4.4182 0.08 0.05 -0.09
F 2.5585 -6.4121 -3.6072 0.00 -0.02 0.00
C -2.4511 -1.1297 -1.8413 0.00 -0.04 -0.01
C -2.0523 -0.3386 -2.9232 0.12 0.07 0.02
C -2.9792 0.1749 -3.8105 -0.03 -0.01 0.04
C -4.3298 -0.0920 -3.6182 0.05 0.01 0.00
C -4.7408 -0.9072 -2.5793 -0.01 -0.05 0.05
C -3.8016 -1.4284 -1.6959 -0.04 -0.01 0.06
C -5.3509 0.5705 -4.5109 0.00 -0.07 -0.02
F -5.6309 1.8017 -4.0350 0.00 0.09 0.04
F -6.4901 -0.1139 -4.5551 -0.04 -0.02 -0.01
F -4.8923 0.7196 -5.7545 0.03 0.01 -0.06
H -2.9150 -3.1882 3.7624 0.00 0.01 -0.01
H -1.7867 -1.5954 2.2324 0.00 -0.05 0.01
H -2.4328 -4.2993 -1.0424 -0.01 0.02 0.03
H -3.5517 -5.8674 0.4927 0.01 0.02 0.01
H 0.5472 -3.6867 0.3336 -0.02 -0.02 -0.06
H 2.2735 -5.0982 -0.7044 -0.01 0.02 -0.01
H 1.2975 -3.4869 -4.5430 -0.02 0.00 0.02
H -0.4389 -2.0897 -3.5333 0.00 -0.05 0.02
H -1.0010 -0.1192 -3.0793 -0.07 0.04 0.02
H -2.6626 0.7762 -4.6541 -0.01 -0.01 0.03
H -5.7911 -1.1425 -2.4581 0.04 0.01 0.00
H -4.1416 -2.0589 -0.8839 0.01 -0.01 -0.01

108
Properties=species:S:1:pos:R:3:forces:R:3 method="wB97M-V/def2-TZVPD" e_tot_ev=-90454.479 e_homo_ev="-7.750 / -7.896" multiplicity=2 s_squared=0.825 relative_energy_kj_mol=0.00
V 0.2669 0.7774 0.3230 -0.19 -0.03 0.02
O 4.5409 0.7870 -0.7167 -0.07 0.00 0.00
C 5.0222 0.4905 0.5063 0.02 0.02 0.05
C 6.4097 0.4568 0.6500 -0.01 0.00 0.00
C 6.9778 0.1752 1.8742 0.00 -0.01 0.00
C 6.1778 -0.0781 2.9872 0.00 0.00 -0.01
C 4.8066 -0.0412 2.8515 0.01 0.00 0.01
C 4.2044 0.2396 1.6209 0.00 -0.03 -0.03
C 2.7330 0.2786 1.5180 -0.05 0.01 -0.10
O 2.2045 0.2812 0.3200 0.12 0.07 0.11
N 2.0261 0.2994 2.6189 -0.02 0.01 -0.02
N 0.6800 0.3191 2.2981 0.05 -0.02 0.09
C -0.1414 0.0079 3.2251 -0.01 -0.01 -0.04
C -1.5790 -0.2090 3.0422 0.04 0.02 0.01
C -2.2739 -0.7970 4.1021 -0.01 0.01 0.00
C -3.5985 -1.1781 3.9785 0.00 0.01 -0.03
C -4.2631 -0.9773 2.7761 0.01 0.00 0.02
C -3.6088 -0.3756 1.7122 -0.01 -0.03 0.00
C -2.2906 0.0056 1.8581 0.03 0.01 0.02
O -1.6763 0.6947 0.8270 -0.06 -0.02 -0.01
H 3.5663 0.7031 -0.6660 0.02 0.00 -0.01
H 7.0157 0.6576 -0.2233 0.00 0.00 0.00
H 8.0563 0.1492 1.9662 0.00 0.00 0.00
H 6.6257 -0.3024 3.9454 0.00 0.00 0.00
H 4.1607 -0.2320 3.6972 0.00 0.00 0.00
H 0.2713 -0.2156 4.2071 -0.01 0.00 0.00
H -1.7434 -0.9790 5.0289 0.00 0.00 0.00
H -4.1081 -1.6393 4.8133 0.00 0.00 0.00
H -5.2960 -1.2800 2.6660 0.00 0.00 0.00
H -4.1091 -0.1931 0.7693 0.00 0.00 0.00
C 1.1813 5.2334 3.0174 0.01 0.00 0.00
C 0.5541 4.1897 2.1001 -0.02 -0.02 -0.03
C -0.7855 3.7082 2.6686 -0.02 0.02 0.00
C 0.3719 4.6618 0.6715 0.00 0.00 0.00
C 0.2871 6.0062 0.3335 -0.02 -0.03 0.02
C 0.0809 6.3964 -0.9802 0.00 -0.01 -0.03
C -0.0215 5.4463 -1.9863 0.01 0.03 -0.02
C 0.0783 4.0916 -1.7037 0.02 -0.02 0.02
C 0.0543 3.0280 -2.7819 -0.04 0.00 0.02
C -0.6328 3.4706 -4.0687 -0.01 -0.01 0.00
C 1.4764 2.5380 -3.0748 -0.01 0.02 -0.02
C 0.2569 3.7117 -0.3597 0.10 -0.02 0.05
N 0.3383 2.3690 -0.0439 0.09 0.09 -0.12
C -1.5844 0.1880 -0.5138 -0.07 -0.05 0.01
C -1.2262 -1.2296 -0.6226 0.07 -0.08 0.03
N -0.4225 -1.7277 0.2437 0.02 0.02 -0.02
C -0.0145 -3.0873 0.1003 0.01 0.04 0.02
C -0.7225 -4.0683 0.8080 -0.01 -0.02 -0.02
C -0.3619 -5.3998 0.6359 0.00 0.00 0.01
C 0.6888 -5.7549 -0.1927 0.01 0.01 -0.01
C 1.4033 -4.7682 -0.8496 -0.01 -0.01 0.00
C 1.0721 -3.4235 -0.7191 0.02 0.01 0.00
C 1.9012 -2.3850 -1.4525 -0.03 -0.02 0.00
C 1.8287 -2.5579 -2.9712 0.01 -0.02 0.01
C 3.3538 -2.4205 -0.9746 0.00 -0.01 0.02
C -1.8901 -3.7028 1.7045 0.00 0.00 0.01
C -3.2197 -3.9580 0.9903 0.00 0.00 0.00
C -1.8502 -4.4348 3.0452 0.00 -0.01 -0.01
C -1.8652 -1.7394 -1.8637 -0.01 0.06 -0.02
C -1.8534 -2.9329 -2.5382 0.01 0.00 0.00
C -2.6216 -3.0345 -3.7229 -0.01 0.00 0.00
C -3.3698 -1.9883 -4.2078 0.00 0.00 0.00
C -3.4025 -0.7464 -3.5265 -0.01 0.00 0.00
C -4.1420 0.4151 -3.8818 0.00 -0.01 0.01
C -4.0800 1.5333 -3.0926 -0.01 0.00 -0.01
C -3.2785 1.6022 -1.9201 0.00 0.01 0.00
C -2.5580 0.5000 -1.5618 0.03 -0.02 -0.03
C -2.6402 -0.6679 -2.3641 0.02 0.02 0.02
H 1.4103 4.7845 3.9848 0.01 -0.01 0.00
H 0.5062 6.0715 3.2023 -0.02 0.01 -0.02
H 2.1076 5.6280 2.5979 0.01 0.00 0.01
H 1.2254 3.3263 2.0677 0.01 0.02 0.01
H -1.4919 4.5398 2.7332 0.01 0.01 0.01
H -0.6553 3.2937 3.6714 0.01 0.00 0.00
H -1.2260 2.9426 2.0303 -0.02 -0.02 0.02
H 0.3813 6.7608 1.1026 0.00 0.01 0.01
H 0.0062 7.4483 -1.2248 0.01 0.00 0.00
H -0.1700 5.7721 -3.0073 -0.01 0.00 0.00
H -0.5092 2.1817 -2.3795 0.01 0.01 -0.01
H -0.0660 4.2485 -4.5850 0.00 0.00 0.00
H -1.6385 3.8496 -3.8782 -0.01 0.01 0.00
H -0.7174 2.6225 -4.7505 0.00 0.00 0.00
H 2.0738 3.3412 -3.5126 0.00 0.00 0.00
H 1.4565 1.7049 -3.7811 0.00 0.00 0.00
H 1.9751 2.2064 -2.1646 0.01 -0.02 0.03
H -0.9109 -6.1725 1.1593 0.00 0.00 0.01
H 0.9580 -6.7961 -0.3148 0.00 0.00 0.00
H 2.2386 -5.0453 -1.4815 0.00 0.00 0.00
H 1.5049 -1.4005 -1.2082 -0.01 0.02 -0.01
H 2.2216 -3.5310 -3.2750 0.00 0.00 0.00
H 2.4261 -1.7895 -3.4657 0.00 0.00 0.00
H 0.8046 -2.4794 -3.3363 -0.03 0.00 -0.01
H 3.8221 -3.3781 -1.2127 -0.01 -0.01 0.00
H 3.4157 -2.2755 0.1050 0.01 -0.01 0.00
H 3.9356 -1.6337 -1.4562 0.00 0.00 -0.01
H -1.8207 -2.6348 1.9122 0.01 0.00 0.00
H -3.3082 -5.0114 0.7127 0.00 0.00 0.00
H -3.3040 -3.3643 0.0780 0.00 0.00 -0.01
H -4.0601 -3.7061 1.6402 -0.01 0.00 0.00
H -2.0035 -5.5089 2.9264 0.00 -0.01 0.00
H -2.6441 -4.0619 3.6951 0.00 0.00 0.00
H -0.8943 -4.2849 3.5496 0.00 0.00 0.00
H -1.2846 -3.7834 -2.1864 0.01 0.00 0.00
H -2.6193 -3.9740 -4.2601 0.00 0.00 0.00
H -3.9466 -2.1149 -5.1162 0.00 0.00 0.00
H -4.7559 0.4103 -4.7739 0.00 0.00 0.00
H -4.6515 2.4082 -3.3760 0.00 0.00 0.00
H -3.2338 2.5184 -1.3434 0.00 0.00 0.00